1.
The following is a DFT calculation (ωB97M-V/def2-TZVPD) of the molecule C7H6S at a distorted geometry.

Atoms and positions in Å:
C: 0.20 -0.31 -0.24
C: -0.07 1.14 -0.69
C: -1.34 1.62 -0.50
C: -0.82 -0.87 0.57
C: -1.60 -1.26 1.42
C: 1.57 -0.13 0.34
C: 2.63 -0.25 0.88
H: 0.87 -2.33 -1.39
H: 0.94 1.71 -0.98
H: -2.03 1.01 0.06
H: -1.71 2.69 -0.60
H: -2.55 -1.82 1.84
H: 3.70 0.09 1.14
S: 0.20 -1.28 -1.85

Results
* relative energy (zero: lowest compared OMol25 entry of this formula, charge and spin): 5.568 eV
* total energy: -18185.222 eV
* charge: 0
* structure (SMILES): C#CC(S)(C#C)C=C
* orbital gap: 10.0 eV
* E_LUMO: 0.65 eV
* E_HOMO: -9.332 eV
* molecular weight: 122.2 g/mol

***

2.
The following is a DFT calculation (ωB97M-V/def2-TZVPD) of a structure of composition C47H61ClO7ReSSe.

Atoms and positions in Å:
Re: 0.82 -0.19 0.05
C: -2.99 -1.02 2.14
O: -1.67 -0.65 1.79
C: -0.66 -1.31 2.47
C: 0.06 -0.66 3.46
C: 0.04 0.83 3.74
C: -0.62 1.81 2.80
C: -1.78 2.48 3.16
C: -2.32 3.51 2.40
C: -1.61 3.89 1.26
C: -0.46 3.24 0.85
C: 0.33 3.73 -0.34
C: 0.26 3.02 -1.68
C: 0.89 3.66 -2.75
C: 1.04 3.07 -4.00
C: 0.49 1.80 -4.17
C: -0.18 1.13 -3.15
C: -0.71 -0.27 -3.37
C: -0.07 -1.35 -2.51
C: 1.12 -1.95 -2.84
C: 1.70 -2.98 -2.06
C: 1.09 -3.24 -0.86
C: -0.10 -2.60 -0.43
C: -0.85 -3.18 0.78
C: -0.36 -2.63 2.10
C: 0.57 -3.33 2.85
C: 1.25 -2.74 3.92
C: 0.99 -1.41 4.18
C: 2.33 -3.54 4.64
C: 1.72 -4.80 5.26
C: 3.00 -2.73 5.74
C: 3.42 -3.94 3.62
C: -0.86 -1.86 -1.39
O: -2.11 -1.67 -1.29
C: 2.94 -3.77 -2.49
C: 3.54 -3.23 -3.79
C: 4.02 -3.72 -1.40
C: 2.53 -5.23 -2.72
C: -0.28 1.77 -1.92
O: -0.83 1.06 -0.85
C: -2.26 1.19 -0.68
C: 1.78 3.81 -5.11
C: 2.22 2.86 -6.23
C: 0.84 4.87 -5.70
C: 3.04 4.50 -4.57
C: 0.03 2.15 1.59
O: 1.10 1.48 1.19
C: -3.61 4.24 2.76
C: -4.26 3.67 4.02
C: -4.62 4.09 1.61
C: -3.33 5.73 2.99
H: -2.98 -1.86 2.84
H: -3.52 -1.31 1.23
H: -3.48 -0.16 2.62
H: 1.10 1.10 3.76
H: -0.35 0.99 4.75
H: -2.26 2.18 4.09
H: -1.96 4.72 0.65
H: 1.39 3.71 -0.05
H: 0.06 4.78 -0.51
H: 1.32 4.64 -2.56
H: 0.61 1.28 -5.11
H: -0.56 -0.51 -4.43
H: -1.78 -0.30 -3.17
H: 1.63 -1.59 -3.72
H: 1.53 -3.96 -0.18
H: -0.71 -4.26 0.79
H: -1.91 -2.98 0.62
H: 0.81 -4.34 2.54
H: 1.58 -0.88 4.92
H: 0.95 -4.54 5.99
H: 2.49 -5.39 5.76
H: 1.25 -5.44 4.50
H: 2.28 -2.39 6.49
H: 3.51 -1.86 5.33
H: 3.75 -3.35 6.25
H: 3.01 -4.60 2.85
H: 4.23 -4.47 4.13
H: 3.83 -3.06 3.14
H: 3.87 -2.20 -3.67
H: 2.83 -3.29 -4.61
H: 4.41 -3.84 -4.06
H: 4.35 -2.69 -1.24
H: 4.88 -4.32 -1.70
H: 3.65 -4.11 -0.45
H: 1.76 -5.31 -3.49
H: 2.14 -5.67 -1.80
H: 3.40 -5.83 -3.03
H: -2.63 1.84 -1.48
H: -2.43 1.67 0.29
H: -2.69 0.20 -0.75
H: 1.37 2.41 -6.75
H: 2.84 2.06 -5.81
H: 2.80 3.41 -6.97
H: -0.07 4.41 -6.10
H: 1.34 5.41 -6.51
H: 0.54 5.59 -4.94
H: 3.70 3.76 -4.13
H: 2.80 5.25 -3.82
H: 3.56 5.00 -5.39
H: -4.49 2.61 3.91
H: -5.19 4.20 4.23
H: -3.61 3.79 4.89
H: -4.86 3.04 1.44
H: -4.22 4.49 0.68
H: -5.55 4.63 1.84
H: -2.60 5.86 3.79
H: -4.25 6.26 3.27
H: -2.93 6.20 2.09
Cl: 2.67 -1.22 1.03
Se: 3.95 -0.04 2.54
C: 4.54 1.87 -1.00
S: 3.77 0.80 -2.19
O: 3.87 1.47 -3.48
O: 4.50 -0.46 -2.14
O: 2.37 0.70 -1.73
H: 5.56 2.06 -1.31
H: 4.51 1.38 -0.03
H: 3.97 2.80 -0.96

Results
* total energy: -154897.434 eV
* charge: -2
* orbital gap (spin up / spin down): 5.5 / 4.7 eV
* E_LUMO (spin up / spin down): 3.90 / 3.90 eV
* E_HOMO (spin up / spin down): -1.642 / -0.849 eV
* molecular weight: 1070.7 g/mol
* spin multiplicity: 4

***

3.
The following is a DFT calculation (ωB97M-V/def2-TZVPD) of the ion C10H13N2 with charge +1 at a distorted geometry.

Atoms and positions in Å:
C: -0.19 -2.33 -2.39
C: 0.23 -2.27 -1.01
C: -0.55 -1.22 -3.01
C: 0.17 -1.06 -0.36
C: -0.15 0.09 -1.14
C: -0.01 0.68 1.23
C: 0.34 -0.67 1.10
C: -0.21 1.62 2.32
C: 1.73 -0.90 1.80
C: -1.02 2.42 -0.74
N: -0.37 0.00 -2.43
N: -0.27 1.24 -0.44
H: -0.32 -3.27 -2.97
H: 0.47 -3.18 -0.57
H: -0.88 -1.08 -4.11
H: -0.44 -0.96 1.85
H: 0.37 2.50 2.20
H: -0.02 1.07 3.22
H: -1.29 1.81 2.30
H: 2.44 -0.41 1.09
H: 1.95 -2.00 1.80
H: 1.66 -0.33 2.70
H: -2.08 2.35 -0.49
H: -0.95 2.55 -1.79
H: -0.61 3.36 -0.15

Results
* relative energy (zero: lowest compared OMol25 entry of this formula, charge and spin): 4.316 eV
* total energy: -13551.018 eV
* charge: +1
* structure (SMILES): CC1=[N+](C)c2ncccc2[C@H]1C
* orbital gap (spin up / spin down): 7.0 / 7.0 eV
* E_LUMO (spin up / spin down): -5.52 / -5.52 eV
* E_HOMO (spin up / spin down): -12.502 / -12.502 eV
* molecular weight: 161.2 g/mol

***

4.
The following is a DFT calculation (ωB97M-V/def2-TZVPD) of a cluster of 5 separate species, C18H43N7O10P in total at a distorted geometry.

Atoms and positions in Å:
N: 1.12 -1.51 -0.80
P: 1.15 -1.57 -2.54
O: -0.39 -2.03 -2.88
C: 1.24 0.20 -3.11
N: 2.23 0.94 -2.32
N: -0.07 0.87 -3.19
C: -0.76 0.97 -1.92
O: -2.12 0.53 -2.02
C: -3.01 1.58 -2.28
O: -4.15 1.09 -2.94
C: -4.97 0.32 -2.09
C: -5.31 -1.03 -2.73
O: -5.87 -1.90 -1.75
C: 1.74 0.02 -4.60
O: 2.84 0.44 -4.92
O: 0.88 -0.56 -5.33
H: 2.05 -1.74 -0.46
H: 0.50 -2.25 -0.47
H: -0.60 -1.60 -3.73
H: 2.40 0.50 -1.41
H: 1.92 1.88 -2.11
H: 0.11 1.81 -3.54
H: -0.81 2.02 -1.60
H: -0.28 0.39 -1.14
H: -2.57 2.34 -2.93
H: -3.33 1.99 -1.31
H: -4.50 0.11 -1.12
H: -5.90 0.86 -1.86
H: -4.39 -1.45 -3.12
H: -6.01 -0.87 -3.55
H: -5.88 -1.43 -0.91
C: 2.00 1.12 2.55
C: 2.83 0.00 1.98
O: 2.87 -0.23 0.78
N: 3.55 -0.77 2.85
C: 3.62 -0.65 4.29
H: 1.50 1.63 1.73
H: 1.25 0.73 3.24
H: 2.64 1.84 3.08
H: 4.08 -1.50 2.41
H: 4.65 -0.47 4.59
H: 3.28 -1.58 4.76
H: 3.00 0.17 4.65
C: -3.31 0.43 2.71
C: -4.53 0.79 1.89
O: -4.85 0.16 0.90
N: -5.26 1.86 2.30
C: -5.04 2.72 3.44
H: -2.83 -0.44 2.25
H: -2.59 1.25 2.72
H: -3.59 0.17 3.73
H: -6.06 2.04 1.71
H: -5.90 2.68 4.11
H: -4.91 3.75 3.11
H: -4.15 2.41 3.99
C: -1.10 -2.73 -6.52
C: -1.96 -3.89 -6.08
O: -3.18 -3.84 -6.03
N: -1.31 -5.03 -5.72
C: 0.12 -5.27 -5.69
H: -1.74 -1.89 -6.76
H: -0.42 -2.42 -5.73
H: -0.52 -3.00 -7.40
H: -1.92 -5.77 -5.43
H: 0.37 -6.10 -6.36
H: 0.44 -5.52 -4.68
H: 0.67 -4.39 -6.01
C: 6.51 2.42 5.04
C: 5.21 2.86 5.65
O: 4.26 3.23 4.98
N: 5.10 2.83 7.01
C: 6.11 2.42 7.98
H: 6.43 2.51 3.96
H: 7.33 3.06 5.38
H: 6.73 1.39 5.29
H: 4.21 3.14 7.35
H: 5.73 1.58 8.57
H: 6.33 3.25 8.65
H: 7.02 2.12 7.48

Results
* total energy: -59560.015 eV
* charge: -1
* orbital gap: 5.6 eV
* E_LUMO: 1.57 eV
* E_HOMO: -3.988 eV
* molecular weight: 548.6 g/mol

***

5.
The following is a DFT calculation (ωB97M-V/def2-TZVPD) of a structure of composition C37H35BiClN2S2Si2 at a distorted geometry.

Atoms and positions in Å:
C: -2.14 -0.70 1.16
C: -2.81 -0.33 -0.04
C: -2.54 -1.35 -1.03
H: -3.52 0.50 -0.17
C: -1.66 -2.32 -0.41
C: -1.45 -1.90 0.95
H: -0.94 -2.50 1.70
H: -2.21 -0.18 2.12
H: -3.00 -1.46 -2.00
H: -1.36 -3.27 -0.84
Bi: -0.25 -0.06 -1.42
Si: -0.81 -0.37 -6.63
C: -0.38 1.25 -7.58
C: 0.88 1.28 -8.21
H: 1.55 0.43 -8.10
C: 1.33 2.37 -8.93
H: 2.33 2.35 -9.37
C: 0.54 3.52 -9.05
H: 0.93 4.41 -9.55
C: -0.75 3.48 -8.50
H: -1.38 4.36 -8.62
C: -1.20 2.38 -7.75
H: -2.18 2.43 -7.27
C: -0.25 -1.51 -8.05
C: -0.71 -1.32 -9.38
H: -1.55 -0.64 -9.56
C: -0.07 -1.95 -10.45
H: -0.38 -1.74 -11.47
C: 0.98 -2.85 -10.20
H: 1.51 -3.30 -11.05
C: 1.34 -3.15 -8.88
H: 2.14 -3.86 -8.69
C: 0.68 -2.53 -7.81
H: 0.88 -2.82 -6.77
H: -2.23 -0.69 -6.50
Si: 2.80 0.42 -5.55
C: 1.98 -1.06 -4.73
C: 0.57 -1.19 -5.02
H: -0.04 -0.18 -5.08
C: -0.14 -2.32 -4.56
H: -1.20 -2.36 -4.87
C: 0.44 -3.22 -3.67
H: -0.18 -3.96 -3.17
C: 1.81 -3.14 -3.41
H: 2.26 -3.91 -2.76
C: 2.57 -2.11 -3.99
H: 3.66 -2.11 -3.88
C: 1.65 1.86 -5.03
C: 0.60 1.66 -4.14
H: 0.65 0.78 -3.51
C: -0.45 2.54 -3.90
H: -1.27 2.22 -3.23
C: -0.31 3.83 -4.42
H: -1.03 4.60 -4.13
C: 0.80 4.15 -5.22
H: 0.91 5.16 -5.61
C: 1.78 3.18 -5.51
H: 2.67 3.41 -6.12
H: 3.91 0.55 -4.76
Cl: 2.17 0.65 -1.69
C: -0.80 4.03 -0.08
C: -0.07 3.21 0.92
N: 0.21 1.94 0.82
C: 1.04 1.50 1.85
C: 1.35 2.50 2.76
S: 0.59 3.97 2.36
C: 1.63 0.21 1.83
C: 2.59 -0.22 2.74
S: 3.11 -1.79 2.34
C: 2.13 -1.74 0.90
N: 1.36 -0.69 0.81
C: 2.05 -2.84 -0.07
H: -1.47 4.69 0.50
H: -0.08 4.64 -0.67
H: -1.38 3.36 -0.73
H: 1.95 2.33 3.63
H: 2.89 0.38 3.59
H: 2.83 -3.58 0.14
H: 1.05 -3.30 0.03
H: 2.20 -2.50 -1.10

Results
* relative energy (zero: lowest compared OMol25 entry of this formula, charge and spin): 5.209 eV
* total energy: -97692.698 eV
* charge: +1
* orbital gap (spin up / spin down): 3.4 / 3.4 eV
* E_LUMO (spin up / spin down): -4.82 / -4.82 eV
* E_HOMO (spin up / spin down): -8.254 / -8.257 eV
* molecular weight: 872.4 g/mol

***

6.
The following is a DFT calculation (ωB97M-V/def2-TZVPD) of the molecule C6H6INOS at a distorted geometry.

Atoms and positions in Å:
C: 0.42 1.71 -0.16
C: 1.52 1.14 0.55
C: -0.56 0.93 -0.67
C: 1.70 -0.18 0.73
C: -0.41 -0.54 -0.67
C: 0.67 -1.11 0.24
N: 0.54 -2.35 0.38
O: -1.67 -1.29 -0.12
S: -2.99 -0.91 -0.85
I: -3.95 0.86 0.46
H: 0.41 2.83 -0.28
H: 2.27 1.92 0.68
H: -1.45 1.25 -1.06
H: 2.34 -0.54 1.50
H: -0.11 -0.79 -1.68
H: 1.26 -2.93 0.97

Results
* relative energy (zero: lowest compared OMol25 entry of this formula, charge and spin): 0.609 eV
* total energy: -28789.689 eV
* charge: 0
* structure (SMILES): [H]/N=C1\C=CC=C[C@@H]1OSI
* orbital gap: 7.9 eV
* E_LUMO: -0.57 eV
* E_HOMO: -8.433 eV
* molecular weight: 267.1 g/mol